Record 1
ORCA calculation (the ωB97M-V functional and the def2-TZVPD basis) on C6H11NO in the gas phase.

Cartesian coordinates (Å):
O1 -3.70876 -1.07669 -0.89888
C1 -2.52416 -1.34001 -0.91794
C2 -1.63030 -0.62534 0.11376
C3 -0.78383 0.45160 -0.63376
C4 0.60571 0.43006 -0.02124
C5 0.82077 0.94298 1.19372
N1 2.12364 0.71406 1.80102
C6 1.67380 -0.14846 -0.88604
H1 -2.14982 -2.12370 -1.60154
H2 -1.15741 -1.50122 0.59704
H3 -2.25223 -0.16406 0.86699
H4 -0.83340 0.28057 -1.71946
H5 -1.28472 1.40623 -0.52544
H6 0.09590 1.26943 1.91709
H7 2.79956 1.28416 1.29638
H8 2.14388 1.11897 2.73309
H9 1.36699 -0.89895 -1.58387
H10 2.44763 -0.64042 -0.28809
H11 2.24673 0.62079 -1.44283

Summary:
LUMO level: 0.88 eV
DFT total energy: -365.1578 a.u.
E_HOMO: -8.3017 eV
SMILES: C/C(=C\N)CCC=O

Here are the Löwdin charges for atoms 1 to 4, given in e: number 1, O, carries 0.029; number 2, C, carries -0.258; number 3, C, carries -0.148; number 4, C, carries -0.153

=====

Record 2
ORCA calculation (the ωB97M-V functional and the def2-TZVPD basis) on C6H11NO2 in the gas phase.

Cartesian coordinates (Å):
C1 -0.66857 -1.55178 1.48323
C2 -0.97297 1.12478 -1.00968
C3 0.25258 -1.04451 0.40874
C4 -1.41594 0.90805 -2.24929
O1 -1.83518 1.36825 0.03310
N1 0.61422 -1.85202 -0.54290
H1 -2.73867 1.38784 -0.32533
H2 1.19826 -1.33957 -1.21749
H3 -1.59289 -1.90963 1.01972
H4 -0.18906 -2.37826 2.01323
H5 -0.91626 -0.76255 2.19642
H6 -0.70986 0.69570 -3.04622
H7 -2.46807 0.90267 -2.50336
C5 2.22864 0.48429 0.64063
C6 0.71088 0.41920 0.45746
O2 0.38549 1.07382 -0.77166
H8 0.24207 0.93977 1.30117
H9 2.47065 1.05392 1.54497
H10 2.72264 0.98473 -0.19922
H11 2.68204 -0.50471 0.76650

Summary:
LUMO level: 0.68 eV
DFT total energy: -440.4027 a.u.
E_HOMO: -8.7919 eV
SMILES: [H]/N=C(/C)[C@@H](C)OC(=C)O

Here are the Löwdin charges for atoms 1 to 4, given in e: number 1, C, carries -0.038; number 2, C, carries -0.451; number 3, C, carries -0.371; number 4, C, carries 0.070

=====

Record 3
ORCA calculation (the ωB97M-V functional and the def2-TZVPD basis) on 2 unconnected molecules or ions with the total composition C6H11NO2.

Cartesian coordinates (Å):
C1 2.33616 -1.13355 0.07185
N1 1.10164 -0.38786 0.04662
C2 0.75331 0.80136 0.84330
C3 -0.71519 0.41573 0.64644
C4 -1.87427 0.51477 1.58843
C5 -1.89153 1.27375 0.29466
C6 -0.23518 -0.81023 -0.07878
O1 -0.71873 -1.84865 -0.48222
H1 2.21655 -2.02942 -0.54971
H2 3.15469 -0.52296 -0.33175
H3 2.59295 -1.44429 1.09598
H4 1.09380 0.73958 1.88682
H5 1.07733 1.74574 0.38560
H6 -2.51324 -0.36464 1.68113
H7 -1.70638 1.07168 2.51109
H8 -1.73493 2.35277 0.32723
H9 -2.54088 0.91755 -0.50642
H10 0.58220 -0.58615 -2.80020
O2 -0.28096 -0.78430 -3.26015
H11 -0.69732 0.07910 -3.36991

Summary:
LUMO level: 0.69 eV
DFT total energy: -440.4076 a.u.
E_HOMO: -9.3340 eV
SMILES: CN1CC2(CC2)C1=O.O

Here are the Löwdin charges for atoms 1 to 4, given in e: number 1, C, carries -0.046; number 2, N, carries -0.097; number 3, C, carries -0.060; number 4, C, carries -0.324

=====

Record 4
ORCA calculation (the ωB97M-V functional and the def2-TZVPD basis) on C6H11NO2S2 in the gas phase.

Cartesian coordinates (Å):
C1 0.34112 1.06118 2.34950
C2 -0.41889 -0.20801 2.68530
C3 -0.15706 -0.29591 -0.06089
C4 0.66680 -1.51794 -0.51770
C5 -0.23407 1.20841 -2.29393
C6 -1.09199 0.50835 -1.19901
N1 -2.13806 -0.45631 -1.43278
O1 -2.44438 -0.74349 -2.55128
O2 -2.60715 -0.13616 1.26028
S1 1.15386 0.87471 0.68380
S2 -1.33780 -0.91387 1.28881
H1 -0.40676 1.86272 2.26898
H2 0.93099 1.26372 3.24473
H3 0.29290 -0.91309 3.04812
H4 -1.02354 0.10132 3.52259
H5 1.33534 -2.01991 0.18835
H6 1.23104 -1.29645 -1.37881
H7 0.01487 -2.42985 -0.68696
H8 -0.72746 1.97485 -2.85627
H9 0.14680 0.49072 -2.94553
H10 0.61585 1.86728 -1.99285
H11 -1.62078 1.28052 -0.63673

Summary:
LUMO level: 0.11 eV
DFT total energy: -1236.6703 a.u.
E_HOMO: -8.9240 eV

Here are the Löwdin charges for atoms 1 to 4, given in e: number 1, C, carries -0.491; number 2, C, carries -0.401; number 3, C, carries -0.708; number 4, C, carries -0.170

=====

Record 5
ORCA calculation (the ωB97M-V functional and the def2-TZVPD basis) on C6H11NO4S in the gas phase.

Cartesian coordinates (Å):
C1 0.22242 -1.79638 0.86683
C2 -0.66999 -1.46995 -0.43095
C3 0.54082 -0.35488 1.37414
C4 -0.32431 0.59396 0.40444
C5 -0.41464 2.12268 0.64583
C6 -1.88558 0.39427 -1.46680
N1 -1.09431 -0.06987 -0.34516
O1 2.30371 -1.24005 -0.84540
O2 3.71890 0.64857 -0.07971
O3 1.85240 -0.04230 1.21188
O4 1.35936 1.00236 -0.83234
S1 2.41235 0.10605 -0.31173
H1 -0.35548 -2.33553 1.54712
H2 1.11778 -2.23378 0.57579
H3 0.08894 -1.75777 -1.22129
H4 -1.45856 -2.13572 -0.42619
H5 0.23984 -0.25964 2.38017
H6 -1.51435 2.46656 0.86930
H7 -0.03207 2.55911 -0.25234
H8 0.26116 2.22233 1.51786
H9 -2.45922 1.22313 -1.15814
H10 -1.28517 0.76684 -2.31448
H11 -2.62401 -0.40999 -1.70883

Summary:
LUMO level: 0.32 eV
DFT total energy: -989.0725 a.u.
E_HOMO: -9.7083 eV

Here are the Löwdin charges for atoms 1 to 4, given in e: number 1, C, carries -0.038; number 2, C, carries -0.083; number 3, C, carries -0.262; number 4, C, carries -0.193

=====

Record 6
ORCA calculation (the ωB97M-V functional and the def2-TZVPD basis) on C6H11NOS in the gas phase.

Cartesian coordinates (Å):
C1 -2.31765 0.70017 -0.47949
C2 -1.95156 -0.65081 -1.11237
C3 0.74182 -0.09800 -0.48524
C4 0.57686 1.14104 -0.97040
C5 1.98018 -0.97952 1.55390
C6 2.11330 -0.41517 0.12594
N1 -1.93017 0.83179 0.81781
O1 -2.93910 1.47745 -1.19061
S1 -0.40323 -1.44126 -0.40990
H1 -2.74818 -1.36857 -0.86184
H2 -1.85672 -0.55171 -2.27913
H3 -1.17998 0.24985 1.26884
H4 -0.16513 1.56819 -1.68484
H5 1.20170 1.93126 -0.63353
H6 1.34040 -0.26289 2.13805
H7 2.99665 -1.25583 1.84135
H8 1.49752 -2.01846 1.40277
H9 2.52286 -1.07425 -0.58281
H10 2.76347 0.42479 0.35034
H11 -2.24304 1.79194 1.19115

Summary:
LUMO level: 0.70 eV
DFT total energy: -763.3570 a.u.
E_HOMO: -8.5568 eV
SMILES: C=C(CC)SCC(N)=O

Here are the Löwdin charges for atoms 1 to 4, given in e: number 1, C, carries -0.655; number 2, C, carries -0.345; number 3, C, carries -0.644; number 4, C, carries -0.010

=====

Record 7
ORCA calculation (the ωB97M-V functional and the def2-TZVPD basis) on C6H11NOS in the gas phase.

Cartesian coordinates (Å):
C1 2.61366 -0.42683 0.27064
C2 -1.54298 -0.40129 1.46193
C3 -1.77452 1.32605 -0.30423
C4 -0.66316 -0.91326 -0.89245
C5 3.61166 -0.67965 -0.47482
C6 -0.97765 0.12582 0.18677
N1 1.58446 -0.19270 0.82922
O1 0.99574 1.80129 -0.58590
S1 0.52969 1.14268 0.65989
H1 -0.90270 -1.27971 1.82959
H2 -1.47859 0.25061 2.27379
H3 -2.49427 -0.77913 1.26834
H4 -1.21329 1.91678 -1.07011
H5 -1.75936 2.00393 0.56855
H6 -2.61558 1.03170 -0.87179
H7 -1.52283 -1.29314 -1.33709
H8 -0.31043 -0.33365 -1.73895
H9 -0.05238 -1.65855 -0.58379
H10 4.51742 -0.17127 -0.32519
H11 3.45512 -1.46967 -1.16440

Summary:
LUMO level: 0.74 eV
DFT total energy: -763.2876 a.u.
E_HOMO: -8.8701 eV

Here are the Löwdin charges for atoms 1 to 4, given in e: number 1, C, carries -0.276; number 2, C, carries -0.096; number 3, C, carries -0.114; number 4, C, carries -0.042

=====

Record 8
ORCA calculation (the ωB97M-V functional and the def2-TZVPD basis) on 2 unconnected molecules or ions with the total composition C6H11NS.

Cartesian coordinates (Å):
C1 -1.23637 0.09847 0.14392
C2 -0.71325 -0.98512 -0.46829
C3 0.79410 -1.39323 -0.99382
C4 0.48688 3.15801 0.42539
C5 -1.57198 -2.26286 -0.38302
C6 0.97085 3.69850 1.75416
N1 0.10554 2.50777 -0.44982
S1 1.22507 -3.39621 -0.95970
H1 -2.19056 0.01820 0.69712
H2 -0.65120 1.02948 -0.02468
H3 0.59770 -1.42381 -2.02722
H4 1.54577 -0.64056 -0.69432
H5 -2.09432 -2.53823 -1.27991
H6 -0.80720 -3.12217 -0.18489
H7 -2.30091 -2.20147 0.34549
H8 1.37787 4.69757 1.55743
H9 1.84964 3.06130 1.85300
H10 0.24658 3.39522 2.43265
H11 2.36581 -3.70085 -1.74351

Summary:
LUMO level: 0.52 eV
DFT total energy: -688.0079 a.u.
E_HOMO: -8.7273 eV
SMILES: C=C(C)CS.CC#N

Here are the Löwdin charges for atoms 1 to 4, given in e: number 1, C, carries 0.011; number 2, C, carries -0.331; number 3, C, carries -0.311; number 4, C, carries -0.214

=====

Record 9
ORCA calculation (the ωB97M-V functional and the def2-TZVPD basis) on a gas-phase ion, C6H11O (charge -1).

Cartesian coordinates (Å):
C1 -2.63191 -0.38254 0.00699
O1 -3.73206 0.28922 0.11549
C2 -1.50733 0.24959 -1.01555
C3 -0.12442 -0.38744 -1.18579
C4 0.49148 -0.39028 0.25142
C5 1.82450 -0.08689 0.35221
C6 2.61916 0.77105 1.46973
H1 -2.68146 -1.38838 -0.72855
H2 -2.17168 -0.79491 1.06986
H3 -1.97303 0.26017 -1.95970
H4 -1.28615 1.30815 -0.66720
H5 -0.19498 -1.40961 -1.47921
H6 0.64203 -0.06825 -1.91506
H7 -0.20725 -0.77310 0.99299
H8 2.53484 -0.19597 -0.58823
H9 2.45040 1.87556 1.22776
H10 3.68151 0.58740 1.52096
H11 2.26635 0.53624 2.53191

Summary:
LUMO level: 3.60 eV
DFT total energy: -310.3364 a.u.
E_HOMO: -2.4097 eV
Charge: -1
SMILES: C/C=C/CCC[O-]

Here are the Löwdin charges for atoms 1 to 4, given in e: number 1, C, carries -0.595; number 2, O, carries -0.320; number 3, C, carries -0.238; number 4, C, carries -0.252

=====

Record 10
ORCA calculation (the ωB97M-V functional and the def2-TZVPD basis) on a molecular structure, C6H11O3PTi.

Cartesian coordinates (Å):
C1 1.63140 2.39900 0.83693
C2 0.12976 1.82172 1.00389
P1 -0.03770 0.45868 -0.31389
C3 -1.34032 1.01004 -1.56338
C4 -0.57154 -1.09485 0.66479
C5 -1.17706 -2.33480 -0.12896
O1 -0.00612 -3.15085 -0.47553
C6 1.16145 -2.53428 0.04519
O2 2.33687 -2.76502 -0.35356
O3 0.74839 -1.66118 1.05739
H1 1.73360 2.65672 -0.25443
H2 2.32178 1.53211 1.02307
H3 1.82802 3.26408 1.50631
H4 0.02080 1.40196 2.03984
H5 -0.60773 2.64346 0.79461
H6 -0.83560 1.09654 -2.56721
H7 -1.73775 2.03103 -1.30026
H8 -2.16089 0.25179 -1.54546
H9 -1.02813 -0.90536 1.67333
H10 -1.84317 -2.10803 -1.00027
H11 -1.83467 -2.85966 0.61354
Ti1 1.26860 -1.15311 -1.75592

Summary:
LUMO level (alpha / beta): -17.21 / -15.77 eV
DFT total energy: -1650.3355 a.u.
E_HOMO (alpha / beta): -23.4986 / -23.5083 eV
Charge: +3
Spin multiplicity: 2
<S²>: 1.041

Here are the Löwdin charges for atoms 1 to 4, given in e: number 1, C, carries -0.094; number 2, C, carries -0.257; number 3, P, carries 1.059; number 4, C, carries -0.148

=====

Record 11
ORCA calculation (the ωB97M-V functional and the def2-TZVPD basis) on a molecular structure, C6H11O7Zn.

Cartesian coordinates (Å):
Zn1 0.53332 -0.19683 0.32481
C1 -2.42352 2.37918 0.92976
C2 -1.27625 1.42892 0.71168
O1 -1.40627 0.51996 -0.15504
O2 -0.16984 1.59029 1.30594
H1 -3.06572 2.41875 0.05826
H2 -1.97844 3.35028 1.15760
H3 -3.00268 2.05813 1.79805
C3 -0.04264 1.31870 -3.24818
C4 1.24845 0.95979 -2.50036
O3 2.29989 1.53657 -2.82150
O4 1.14062 0.07784 -1.59704
H4 -0.69076 0.44619 -3.26264
H5 0.22546 1.63436 -4.25666
H6 -0.51488 2.15040 -2.72756
C5 0.02992 -3.88528 1.77236
C6 0.19446 -2.51219 1.17670
O5 0.45930 -1.51088 1.91788
O6 0.15550 -2.32870 -0.06319
H7 -0.39748 -3.81663 2.77000
H8 0.99665 -4.38375 1.81669
H9 -0.61824 -4.46664 1.11792
O7 2.46628 0.33500 1.02998
H10 3.20994 -0.24724 1.21529
H11 2.62693 1.14382 1.52922

Summary:
LUMO level: 2.78 eV
DFT total energy: -2541.4446 a.u.
E_HOMO: -4.9244 eV
Charge: -1

Here are the Löwdin charges for atoms 1 to 4, given in e: number 1, Zn, carries 0.736; number 2, C, carries -0.011; number 3, C, carries -0.700; number 4, O, carries -0.041

=====

Record 12
ORCA calculation (the ωB97M-V functional and the def2-TZVPD basis) on C6H11P in the gas phase.

Cartesian coordinates (Å):
C1 0.28358 1.91606 -1.47834
C2 0.60935 0.70191 -1.08617
C3 0.64816 -0.05983 1.36058
C4 -0.08326 -0.00072 0.00584
C5 1.30503 -0.36698 -1.92320
C6 -2.05074 -0.44500 2.04480
P1 -0.93208 0.91517 1.38790
H1 0.85360 2.24410 -2.34421
H2 -0.34463 2.40321 -0.77617
H3 0.74597 -0.95811 1.93264
H4 1.62062 0.52529 1.29809
H5 -0.67192 -1.01207 -0.13356
H6 2.07042 0.13552 -2.68423
H7 2.01274 -0.95098 -1.35385
H8 0.55266 -1.04061 -2.55004
H9 -1.36592 -1.08782 2.52523
H10 -2.67435 -0.88032 1.14541
H11 -2.63161 0.00375 2.77055

Summary:
LUMO level: 1.03 eV
DFT total energy: -576.4682 a.u.
E_HOMO: -8.8226 eV
SMILES: C=C(C)[C@H]1CP1C

Here are the Löwdin charges for atoms 1 to 4, given in e: number 1, C, carries 0.045; number 2, C, carries -0.444; number 3, C, carries -0.333; number 4, C, carries -0.507